{"formula": "C24H48O9S5", "method": "ωB97M-V/def2-TZVPD", "species": ["C", "S", "O", "C", "H", "H", "H", "H", "H", "H", "C", "S", "O", "C", "H", "H", "H", "H", "H", "H", "C", "S", "O", "C", "H", "H", "H", "H", "H", "H", "C", "S", "O", "C", "H", "H", "H", "H", "H", "H", "C", "S", "O", "C", "H", "H", "H", "H", "H", "H", "C", "C", "C", "C", "C", "C", "H", "H", "H", "H", "H", "H", "O", "C", "O", "C", "C", "C", "H", "H", "H", "H", "H", "H", "O", "C", "O", "C", "C", "C", "H", "H", "H", "H", "H", "H"], "xyz": [[14.0984, -27.1258, 2.3514], [14.6087, -28.8899, 1.9933], [16.1167, -28.9556, 2.3093], [13.8088, -29.5778, 3.4328], [13.0386, -27.0701, 2.6003], [14.3769, -26.6581, 1.4071], [14.6290, -26.6647, 3.1845], [14.1458, -29.0201, 4.3066], [14.2822, -30.5596, 3.4379], [12.7223, -29.5439, 3.5128], [-0.6804, -43.0655, 7.7249], [-2.3362, -43.1158, 8.5993], [-2.7610, -41.6428, 8.5708], [-3.1255, -43.9921, 7.1729], [0.0800, -42.4880, 8.2506], [-0.7790, -42.6895, 6.7066], [-0.2333, -44.0562, 7.6420], [-3.2408, -43.3614, 6.2914], [-4.1200, -44.1545, 7.5885], [-2.6036, -44.9268, 6.9675], [-0.0065, -35.3806, 9.5996], [-0.6556, -33.6535, 9.2532], [0.4746, -33.0262, 8.4358], [-1.8206, -34.3022, 8.0194], [0.6943, -35.4405, 10.4323], [0.5227, -35.6733, 8.6928], [-0.9146, -35.9823, 9.6367], [-1.2396, -34.9740, 7.3876], [-2.2867, -33.6411, 7.2887], [-2.6185, -34.9089, 8.4478], [5.1855, -26.3405, 2.0207], [6.2165, -26.6925, 3.5416], [6.0012, -25.3714, 4.3139], [5.1822, -27.9912, 4.3398], [5.8753, -25.9248, 1.2862], [4.3477, -25.6825, 2.2513], [4.7756, -27.2336, 1.5490], [5.0389, -28.8816, 3.7276], [4.1894, -27.5903, 4.5439], [5.6831, -28.2337, 5.2770], [21.1610, -40.1845, 6.3754], [19.7370, -39.7599, 7.5561], [20.0619, -38.3857, 8.2064], [18.4080, -39.3955, 6.3577], [21.9562, -40.4214, 7.0824], [21.4781, -39.3177, 5.7957], [20.8706, -41.0408, 5.7667], [17.5519, -38.8609, 6.7694], [18.0013, -40.2940, 5.8937], [18.7952, -38.7286, 5.5874], [8.4497, -35.2820, 6.4251], [9.5869, -35.5379, 7.1418], [9.6998, -36.5933, 8.0551], [8.6672, -37.5164, 8.2363], [7.4904, -37.3075, 7.4907], [7.3753, -36.1825, 6.6909], [8.2998, -34.4158, 5.7977], [10.4034, -34.8390, 7.0356], [10.6127, -36.7673, 8.6053], [8.7903, -38.3536, 8.9075], [6.6275, -37.9466, 7.6062], [6.4430, -35.9325, 6.2065], [16.4519, -33.9219, 12.2304], [16.9421, -33.7990, 13.3453], [16.1935, -33.7758, 14.4587], [16.9458, -33.6211, 15.6575], [18.3901, -34.0370, 15.1684], [18.3880, -33.6457, 13.7397], [16.6248, -34.2162, 16.5124], [17.1129, -32.6079, 16.0232], [18.6159, -35.0795, 15.3930], [19.0690, -33.4448, 15.7820], [18.9943, -34.2587, 13.0728], [18.8525, -32.6597, 13.7489], [11.5837, -28.9303, 13.1867], [10.5202, -29.5031, 13.0083], [9.7700, -29.0577, 12.0750], [8.6906, -29.9117, 11.8007], [8.4538, -30.6781, 13.1392], [9.8647, -30.6810, 13.6789], [9.1361, -30.6580, 11.1430], [7.8291, -29.3714, 11.4084], [8.0237, -31.6721, 13.0167], [7.6923, -30.0795, 13.6390], [10.3169, -31.6132, 13.3404], [9.9758, -30.5153, 14.7505]], "mulliken_charge": [-0.872, 0.474, -0.606, -0.898, 0.326, 0.284, 0.316, 0.303, 0.307, 0.366, -0.936, 0.483, -0.600, -0.879, 0.323, 0.301, 0.356, 0.314, 0.299, 0.339, -0.864, 0.482, -0.607, -0.942, 0.313, 0.307, 0.309, 0.304, 0.327, 0.371, -0.855, 0.481, -0.612, -0.862, 0.293, 0.297, 0.324, 0.337, 0.298, 0.299, -0.861, 0.466, -0.605, -0.881, 0.291, 0.305, 0.335, 0.326, 0.339, 0.285, -0.511, -0.229, -0.421, -0.252, -0.459, -0.215, 0.380, 0.324, 0.348, 0.375, 0.343, 0.318, -0.587, 0.578, -0.329, -0.363, -0.588, -0.395, 0.318, 0.253, 0.267, 0.325, 0.283, 0.238, -0.635, 0.541, -0.327, -0.403, -0.540, -0.323, 0.268, 0.325, 0.309, 0.267, 0.247, 0.270], "orbital_gap_ev": 9.23, "total_charge": 0, "lumo_energy_ev": 0.36, "largest_force_ha_per_bohr": 0.073}

{"formula": "C6H13N2O2", "method": "ωB97M-V/def2-TZVPD", "species": ["C", "C", "C", "C", "C", "C", "N", "N", "O", "O", "H", "H", "H", "H", "H", "H", "H", "H", "H", "H", "H", "H", "H"], "xyz": [[-1.4968, 1.8856, -0.2502], [-1.9821, 0.7566, 0.6756], [-0.8052, 1.4106, -1.5683], [-0.6607, -0.0814, 0.8436], [0.5468, 0.7295, -1.1796], [-0.1001, -0.4160, -0.4655], [1.3819, -3.0229, -0.1541], [1.4506, -1.8568, 0.1384], [3.3868, -2.1636, 1.4389], [2.4318, -1.3039, 0.8733], [-2.3394, 2.6092, -0.4258], [-0.8407, 2.3820, 0.4186], [-2.3792, 1.2439, 1.5158], [-2.7982, 0.1369, 0.1573], [-1.4866, 0.7008, -1.9783], [-0.5272, 2.2276, -2.1075], [-0.0093, 0.3704, 1.5397], [-0.9578, -0.8355, 1.4837], [1.1259, 0.3664, -1.9172], [1.1212, 1.4246, -0.5070], [-0.6743, -1.2577, -1.0474], [1.8460, -3.7178, 0.3115], [3.7667, -1.5885, 2.2042]], "mulliken_charge": [-0.656, -0.644, -0.703, -1.031, -0.592, 0.338, -0.683, 0.452, -0.371, -0.011, 0.347, 0.398, 0.414, 0.275, 0.430, 0.406, 0.453, 0.483, 0.431, 0.310, 0.283, 0.296, 0.376], "orbital_gap_ev": 10.01, "total_charge": 1, "lumo_energy_ev": -4.74, "largest_force_ha_per_bohr": 0.082}

{"formula": "C3H11NS", "method": "ωB97M-V/def2-TZVPD", "species": ["C", "C", "N", "H", "H", "H", "H", "H", "H", "H", "C", "S", "H", "H", "H", "H"], "xyz": [[3.4792, -0.5274, -1.4727], [2.8551, -1.1684, -2.7200], [2.0904, -2.5042, -2.2989], [3.8389, -1.3114, -0.7201], [3.2769, 0.3620, -0.8519], [4.6203, -0.3340, -1.7475], [3.6598, -1.6318, -3.2901], [2.4573, -0.3300, -3.3484], [2.2682, -2.9863, -3.2107], [2.7529, -2.9342, -1.7709], [-5.0926, 2.6755, 3.7363], [-6.1436, 1.0316, 3.9152], [-4.4652, 2.5342, 2.8981], [-4.5995, 2.8123, 4.6672], [-5.4557, 3.6888, 3.3918], [-5.5424, 0.6232, 2.8226]], "mulliken_charge": [-0.901, -0.186, -0.682, 0.217, 0.284, 0.229, 0.229, 0.292, 0.261, 0.257, -0.788, -0.175, 0.269, 0.271, 0.297, 0.126], "orbital_gap_ev": 10.17, "smiles": "CCN.CS", "total_charge": 0, "lumo_energy_ev": 0.97, "largest_force_ha_per_bohr": 0.115}

{"formula": "C6H12O", "method": "ωB97M-V/def2-TZVPD", "species": ["C", "O", "C", "C", "C", "C", "C", "H", "H", "H", "H", "H", "H", "H", "H", "H", "H", "H", "H"], "xyz": [[-2.0387, 0.2004, -2.0088], [-1.7926, -0.8088, -1.0215], [-2.0885, -0.4844, 0.2083], [0.6707, 0.1776, 0.5694], [1.2831, -0.5542, -0.6002], [1.4450, 1.1597, 1.3894], [1.0378, -0.1630, 1.9828], [-1.1079, 0.7530, -2.1721], [-2.8204, 0.8717, -1.6513], [-2.3273, -0.3183, -2.9237], [-0.3683, 0.4856, 0.4545], [-1.7071, -1.3670, 0.7768], [1.2113, 0.0412, -1.5202], [0.7868, -1.5162, -0.7780], [2.3470, -0.7520, -0.4186], [0.9113, 2.0497, 1.7092], [2.4921, 1.3092, 1.1431], [0.2470, -0.1795, 2.7289], [1.8185, -0.9046, 2.1321]], "mulliken_charge": [-0.542, -0.132, -0.463, 0.481, -1.349, -0.677, -0.744, 0.224, 0.351, 0.255, 0.417, 0.209, 0.265, 0.262, 0.428, 0.270, 0.239, 0.255, 0.249], "orbital_gap_ev": 9.52, "total_charge": 0, "lumo_energy_ev": 0.86, "largest_force_ha_per_bohr": 0.011}

{"formula": "C9H14O", "method": "ωB97M-V/def2-TZVPD", "species": ["C", "C", "C", "C", "C", "O", "C", "C", "H", "H", "H", "H", "H", "H", "H", "H", "C", "C", "H", "H", "H", "H", "H", "H"], "xyz": [[1.1350, 0.6932, 3.2201], [0.0832, 0.7232, 2.1286], [-0.5345, -0.5442, 1.9365], [-1.2877, -0.8054, 0.8115], [-1.4295, 0.2216, -0.1299], [-2.4976, 0.2423, -0.9987], [-0.7019, 1.3927, -0.0386], [0.0352, 1.6639, 1.1200], [0.6947, 0.3394, 4.1577], [1.5422, 1.6776, 3.4641], [1.9277, 0.0047, 2.9360], [-0.4737, -1.3036, 2.7046], [-1.6407, -1.8186, 0.6631], [-2.5175, -0.5024, -1.5867], [-0.8055, 2.1492, -0.8027], [0.5497, 2.6120, 1.2102], [0.5852, -0.4291, -3.2031], [0.9369, -1.2628, -1.9730], [0.7299, -0.9360, -4.1603], [-0.4784, -0.1737, -3.1830], [1.1255, 0.5174, -3.2338], [0.9809, -0.5406, -1.1645], [1.8492, -1.8626, -2.0072], [0.1917, -2.0582, -1.8710]], "mulliken_charge": [-1.379, 0.672, -0.589, -0.559, 0.354, -0.548, -0.379, -0.480, 0.359, 0.369, 0.291, 0.350, 0.374, 0.348, 0.435, 0.358, -0.868, -0.529, 0.347, 0.174, 0.264, 0.077, 0.368, 0.189], "orbital_gap_ev": 9.35, "smiles": "Cc1ccc(O)cc1.CC", "total_charge": 0, "lumo_energy_ev": 0.87, "largest_force_ha_per_bohr": 0.040}

{"formula": "C5H8NO", "method": "ωB97M-V/def2-TZVPD", "species": ["C", "C", "C", "O", "C", "N", "C", "H", "H", "H", "H", "H", "H", "H", "H"], "xyz": [[-1.4207, 0.4836, 0.3372], [-0.3022, 1.0931, -0.4061], [0.9923, 1.0345, 0.2915], [1.9583, 0.2027, -0.3746], [1.2136, -0.5283, 0.5093], [0.2384, -1.2811, -0.1706], [-0.7347, -0.3420, -0.7445], [-1.4117, 0.0256, 1.3545], [-2.4806, 0.9181, 0.3120], [-0.4998, 1.8569, -1.0806], [1.3285, 1.6890, 0.9365], [1.8124, -1.1239, 1.2397], [-0.3242, -1.8143, 0.5469], [0.6918, -1.6419, -1.0360], [-1.0615, -0.5720, -1.7150]], "mulliken_charge": [-0.794, -0.073, -0.488, -0.398, -0.100, -0.071, -0.376, 0.206, 0.292, 0.486, 0.634, 0.501, 0.383, 0.382, 0.418], "orbital_gap_ev": 11.96, "smiles": "C1[C@H]2[C@@H]3O[C@@H]3[NH2+][C@@H]12", "total_charge": 1, "lumo_energy_ev": -3.44, "largest_force_ha_per_bohr": 0.143}